No. 1
Here is a molecular structure, C26H26BrN8O8P2S2W from the OMol25 dataset. Energies are from the ωB97M-V functional and the def2-TZVPD basis.

Positions of all 74 atoms, in Å:
1 C 1.20 3.07 -0.20
2 H 0.01 -4.12 -2.90
3 C 1.06 -7.44 -0.65
4 Br -1.52 -7.30 -1.83
5 C 2.67 -2.23 -0.43
6 C 0.75 -2.06 2.55
7 O -2.39 3.32 1.31
8 H 1.02 3.16 0.85
9 H 0.93 0.91 -4.60
10 H 1.78 -0.59 -4.26
11 N 0.99 1.86 -0.73
12 O -0.45 3.42 3.35
13 C 0.91 0.01 -3.99
14 H -2.03 4.05 1.83
15 N 2.75 -5.72 3.33
16 H 0.00 -0.55 -4.24
17 H -4.55 2.40 2.69
18 N 0.58 -0.52 -1.63
19 C 1.21 1.68 -2.04
20 C 0.58 -2.72 3.75
21 H 1.14 -4.45 4.92
22 C 1.26 -3.93 3.97
23 H -1.74 -6.39 0.96
24 H -0.10 -6.12 2.80
25 N 1.78 -1.84 0.46
26 C -2.46 2.17 2.17
27 C 3.43 -3.40 -0.29
28 H -4.07 1.98 -0.28
29 O -1.57 0.68 0.02
30 C 1.93 3.94 -2.30
31 H -3.60 1.41 3.85
32 S 2.84 0.74 1.40
33 H 1.91 2.51 -3.90
34 H 0.82 -2.05 -2.95
35 C 3.63 0.62 -0.08
36 S -1.29 -2.33 -0.10
37 P -2.72 0.84 0.96
38 P -0.84 1.89 3.01
39 N 4.11 0.54 -1.13
40 C 1.66 4.13 -0.96
41 O -4.08 1.16 0.23
42 C 1.69 2.69 -2.85
43 C 1.63 -2.60 1.59
44 C -0.69 -6.62 0.80
45 H 4.16 -3.64 -1.04
46 H 3.00 -7.61 0.27
47 W 0.60 0.05 0.55
48 C 3.25 -4.19 0.81
49 C -0.47 -2.70 -1.47
50 O -2.99 -0.49 1.75
51 H 1.82 5.09 -0.48
52 O 0.13 1.55 1.87
53 C 0.90 0.34 -2.53
54 O 0.18 -0.91 2.24
55 N 2.55 -6.75 2.67
56 C 1.56 -6.78 1.61
57 C 2.32 -3.80 1.80
58 C -3.59 2.28 3.19
59 H -0.06 -2.29 4.50
60 H -0.35 3.54 4.31
61 H -1.08 -4.62 -1.66
62 C -0.26 -7.09 -0.43
63 C 0.23 -6.47 1.83
64 H 1.38 -7.83 -1.60
65 H 2.83 -1.59 -1.29
66 H -3.65 -0.47 2.45
67 H 3.85 -5.08 0.95
68 H 2.32 4.74 -2.91
69 O -0.96 1.05 4.21
70 C 2.07 -4.49 3.02
71 C 1.97 -7.30 0.39
72 H -3.42 3.15 3.82
73 N 0.32 -1.79 -2.11
74 N -0.51 -3.90 -2.07

Results
net charge: +1
energy above the lowest of the compared OMol25 structures with the same formula, charge and spin: 38.8 kJ/mol
energy: -167802.466 eV
Kohn-Sham gap (alpha / beta): 5.91 / 6.06 eV
multiplicity: 3
HOMO level (alpha / beta): -0.354 / -0.376 Eh
F_max: 0.01130 hartree/bohr

Atom charges from the Mulliken analysis, given in e for atoms 1 to 5: atom 1 (C): -0.18, atom 2 (H): 0.17, atom 3 (C): -0.55, atom 4 (Br): -0.12, atom 5 (C): 0.19

***

No. 2
Here is a molecular structure, C20H21BNO7Pt in a non-equilibrium geometry from the OMol25 dataset. Energies are from the ωB97M-V functional and the def2-TZVPD basis.

Positions of all 51 atoms, in Å:
1 H 5.48 0.66 4.54
2 H 6.64 1.67 2.49
3 C 3.41 0.66 1.77
4 C 4.53 0.74 4.01
5 O -7.58 2.71 -0.35
6 C -0.19 -3.95 -0.32
7 H -3.85 -2.95 -2.06
8 N -3.40 0.34 -1.64
9 H 5.81 1.65 0.92
10 H -5.85 1.24 0.49
11 C -6.99 2.74 -1.45
12 C -4.12 0.43 -0.51
13 H 3.86 -0.04 4.38
14 C 2.62 1.81 1.89
15 H 4.08 1.71 4.25
16 Pt -1.59 -1.02 -1.98
17 O -0.20 0.77 -0.23
18 O 1.06 -1.14 -0.47
19 B -0.16 -0.50 -0.82
20 C -1.74 -2.84 -1.80
21 C -4.95 1.80 -2.70
22 C -2.95 -3.19 -2.63
23 O -2.00 -0.01 -3.87
24 H 3.51 -1.31 0.82
25 H 6.42 -0.74 2.79
26 C 1.72 -0.25 0.35
27 H -3.74 -0.14 0.34
28 C 5.66 1.72 2.00
29 C -2.96 0.87 -3.96
30 H -5.26 2.33 -3.58
31 C 0.96 0.89 0.49
32 H -0.47 -4.46 0.60
33 H 0.79 2.85 1.36
34 H 0.19 -2.96 -0.13
35 H 5.23 2.70 2.22
36 C 4.75 0.59 2.49
37 C -5.27 1.18 -0.42
38 H 4.88 -1.59 2.61
39 C -5.71 1.89 -1.53
40 O -7.29 3.35 -2.50
41 H 0.54 -4.54 -0.87
42 H 2.98 2.63 2.51
43 H -2.97 -2.61 -3.55
44 H 5.69 -0.89 1.19
45 O -3.22 1.54 -4.94
46 C 5.47 -0.74 2.25
47 H -2.95 -4.26 -2.86
48 C 1.39 1.95 1.26
49 C 2.94 -0.40 0.97
50 C -3.81 1.02 -2.71
51 O -1.38 -3.89 -1.12

Results
net charge: -1
energy above the lowest of the compared OMol25 structures with the same formula, charge and spin: 148.9 kJ/mol
energy: -40830.113 eV
Kohn-Sham gap: 7.01 eV
multiplicity: 1
HOMO level: -0.188 Eh
F_max: 0.04508 hartree/bohr

Atom charges from the Mulliken analysis, given in e for atoms 1 to 5: atom 1 (H): 0.44, atom 2 (H): 0.44, atom 3 (C): 0.39, atom 4 (C): -1.61, atom 5 (O): -0.74

***

No. 3
Here is a gas-phase ion, C6H18OP2 (charge +2) in a non-equilibrium geometry from the OMol25 dataset. Energies are from the ωB97M-V functional and the def2-TZVPD basis.

Positions of all 27 atoms, in Å:
1 C 2.10 -0.06 -1.68
2 C -2.37 1.15 -1.45
3 O -0.15 0.06 -0.52
4 H 3.03 -1.25 1.10
5 H -1.94 0.81 -2.34
6 H 1.76 0.71 -2.20
7 C -1.68 0.63 1.60
8 P 1.43 -0.02 -0.05
9 H 2.04 -1.08 -2.22
10 H 1.92 1.32 1.90
11 C -1.96 -1.72 -0.26
12 H -2.61 0.51 2.22
13 C 1.88 -1.36 1.10
14 H 1.29 -1.29 1.97
15 H -2.11 -1.95 -1.38
16 C 1.93 1.50 0.82
17 H 2.99 1.52 0.82
18 H -2.14 2.24 -1.18
19 P -1.75 0.04 -0.12
20 H -1.28 -2.28 0.35
21 H 3.23 -0.06 -1.76
22 H -0.84 0.21 2.15
23 H 1.53 2.25 0.23
24 H 1.66 -2.47 0.75
25 H -3.42 1.15 -1.55
26 H -1.56 1.63 1.74
27 H -2.98 -2.19 -0.04

Results
net charge: +2
energy above the lowest of the compared OMol25 structures with the same formula, charge and spin: 0.0 kJ/mol
energy: -27122.625 eV
Kohn-Sham gap: 12.84 eV
multiplicity: 1
HOMO level: -0.729 Eh
F_max: 0.13312 hartree/bohr

Atom charges from the Mulliken analysis, given in e for atoms 1 to 5: atom 1 (C): -1.23, atom 2 (C): -1.07, atom 3 (O): -0.30, atom 4 (H): 0.40, atom 5 (H): 0.41

***

No. 4
Here is 2 unconnected molecules or ions with the total composition C5H7NO4 in a non-equilibrium geometry from the OMol25 dataset. Energies are from the ωB97M-V functional and the def2-TZVPD basis.

Positions of all 17 atoms, in Å:
1 C 0.70 -0.69 0.19
2 H 0.10 0.40 1.89
3 C -0.75 0.95 -0.74
4 H 1.40 -0.55 -0.63
5 C -0.03 1.67 0.18
6 H -1.53 -0.84 0.00
7 H 0.73 -1.48 0.88
8 O -1.60 1.32 -1.80
9 O 0.05 2.91 0.38
10 H -2.16 1.99 -1.47
11 N -0.64 -0.53 -0.54
12 O -3.09 -0.05 0.81
13 C -3.42 1.05 0.60
14 H 1.58 1.01 1.33
15 H -0.80 -0.87 -1.49
16 C 0.65 0.53 1.06
17 O -3.88 2.09 0.45

Results
net charge: 0
energy above the lowest of the compared OMol25 structures with the same formula, charge and spin: 163.9 kJ/mol
energy: -14976.484 eV
Kohn-Sham gap: 7.24 eV
multiplicity: 1
SMILES: [O-]C1=C(O)[NH2+]CC1.O=C=O
HOMO level: -0.259 Eh
F_max: 0.09115 hartree/bohr

Atom charges from the Mulliken analysis, given in e for atoms 1 to 5: atom 1 (C): -0.39, atom 2 (H): 0.33, atom 3 (C): -0.46, atom 4 (H): 0.34, atom 5 (C): 0.66

***

- Which value of F_max does entry 2 give?
  0.04508 hartree/bohr

***

Please write out number 4 again, unchanged.
Here is 2 unconnected molecules or ions with the total composition C5H7NO4 in a non-equilibrium geometry from the OMol25 dataset. Energies are from the ωB97M-V functional and the def2-TZVPD basis.

Positions of all 17 atoms, in Å:
1 C 0.70 -0.69 0.19
2 H 0.10 0.40 1.89
3 C -0.75 0.95 -0.74
4 H 1.40 -0.55 -0.63
5 C -0.03 1.67 0.18
6 H -1.53 -0.84 0.00
7 H 0.73 -1.48 0.88
8 O -1.60 1.32 -1.80
9 O 0.05 2.91 0.38
10 H -2.16 1.99 -1.47
11 N -0.64 -0.53 -0.54
12 O -3.09 -0.05 0.81
13 C -3.42 1.05 0.60
14 H 1.58 1.01 1.33
15 H -0.80 -0.87 -1.49
16 C 0.65 0.53 1.06
17 O -3.88 2.09 0.45

Results
net charge: 0
energy above the lowest of the compared OMol25 structures with the same formula, charge and spin: 163.9 kJ/mol
energy: -14976.484 eV
Kohn-Sham gap: 7.24 eV
multiplicity: 1
SMILES: [O-]C1=C(O)[NH2+]CC1.O=C=O
HOMO level: -0.259 Eh
F_max: 0.09115 hartree/bohr

Atom charges from the Mulliken analysis, given in e for atoms 1 to 5: atom 1 (C): -0.39, atom 2 (H): 0.33, atom 3 (C): -0.46, atom 4 (H): 0.34, atom 5 (C): 0.66

***

- Which value of F_max does entry 3 give?
  0.13312 hartree/bohr

***

- Look up the energy above the lowest of the compared OMol25 structures with the same formula, charge and spin of the second one.
  148.9 kJ/mol